[1]
Density functional theory data (ωB97M-V with the def2-TZVPD basis set) for an isolated ion of composition C7H13N4O3S and charge +1.

Values from the calculation:
Gap between HOMO and LUMO (spin up / spin down) (eV): 7.52 / 5.11
2S+1: 3
LUMO (spin up / spin down) (Ha): -0.1089 / -0.2926
Charge: +1

Positions of all 28 atoms, in Å:
C -1.580 0.725 1.519
C -0.180 1.162 -0.275
C 1.194 1.499 -0.658
C -1.263 0.674 -1.246
C -2.283 -0.251 -0.494
C -2.029 -1.780 -0.871
C 2.582 0.732 1.520
N -0.570 1.322 0.934
N -2.202 -0.227 0.934
N 2.137 0.487 0.220
N 1.751 2.311 -1.381
O 2.838 -1.842 0.263
O 1.049 -1.037 -1.270
O 0.566 -1.186 1.089
S 1.535 -1.042 0.055
H -1.790 1.156 2.549
H -1.766 1.462 -1.719
H -0.836 0.073 -2.018
H -3.343 -0.169 -0.890
H -2.756 -2.157 -0.176
H -1.011 -2.217 -0.834
H -2.226 -1.794 -1.932
H 3.402 0.017 1.610
H 2.919 1.759 1.628
H 1.898 0.329 2.319
H -2.856 -1.043 1.365
H 1.145 2.792 -2.035
H 3.674 -1.753 -0.205

[2]
Density functional theory data (ωB97M-V with the def2-TZVPD basis set) for an isolated molecule of CH2F3NO.

Values from the calculation:
Gap between HOMO and LUMO (eV): 11.84
SMILES: NC(F)(F)OF
LUMO (Ha): 0.0004

Positions of all 8 atoms, in Å:
C -1.484 0.197 0.098
N -0.159 -0.104 -0.170
O -2.266 -0.845 -0.177
F -1.712 1.365 -0.746
F -1.805 0.665 1.321
F -3.642 -0.596 -0.208
H 0.199 0.473 -0.890
H -0.171 -0.974 -0.668

[3]
Density functional theory data (ωB97M-V with the def2-TZVPD basis set) for C7H12CrN4O3S as an isolated structure.

Values from the calculation:
Gap between HOMO and LUMO (spin up / spin down) (eV): 6.85 / 7.88
2S+1: 5
LUMO (spin up / spin down) (Ha): -0.3368 / -0.2991
Charge: +2

Positions of all 28 atoms, in Å:
Cr 2.622 -0.752 0.141
O 0.577 -0.656 -1.599
C -0.602 -0.432 -1.866
O -0.577 -1.384 1.081
C -1.528 -0.922 0.456
O -2.770 -0.810 1.029
N -1.635 -0.465 -0.900
C -3.763 -0.354 0.060
C -3.029 -0.179 -1.234
H -4.145 0.601 0.443
H -4.543 -1.136 0.006
H -3.133 0.834 -1.614
H -3.434 -0.866 -1.981
C -1.044 -0.178 -3.224
C -0.157 -0.373 -4.246
H -2.038 0.247 -3.393
H 0.850 -0.791 -4.090
H -0.483 -0.167 -5.255
N 2.623 -0.958 2.276
N 3.320 0.203 2.777
C 2.856 1.365 2.188
N 3.248 2.456 2.821
S 1.834 1.412 0.887
H 3.130 -1.780 2.672
H 1.637 -0.934 2.705
H 3.242 0.234 3.814
H 2.929 3.373 2.560
H 4.015 2.410 3.486

[4]
Density functional theory data (ωB97M-V with the def2-TZVPD basis set) for C15H24F18N5O12S6 as an isolated structure.

Values from the calculation:
Gap between HOMO and LUMO (eV): 7.34
LUMO (Ha): 0.0201
Charge: -1

Positions of all 80 atoms, in Å:
N 4.644 -3.811 -19.492
H 4.754 -2.834 -19.190
H 3.733 -3.910 -19.930
H 4.759 -4.449 -18.675
H 5.325 -4.116 -20.239
C 0.798 -4.716 -19.890
C -0.678 -5.093 -19.864
C -1.229 -4.815 -21.255
N -2.739 -4.810 -21.372
C -3.189 -4.464 -22.772
C -2.730 -5.410 -23.857
C -3.276 -6.829 -23.612
C -2.995 -7.192 -22.146
C -3.341 -6.165 -21.090
C -3.351 -3.793 -20.465
H 0.940 -3.756 -20.384
H 1.423 -5.523 -20.266
H 1.125 -4.505 -18.869
H -1.162 -4.438 -19.142
H -0.866 -6.144 -19.642
H -0.810 -5.404 -22.064
H -1.014 -3.765 -21.484
H -2.874 -3.433 -22.940
H -4.280 -4.470 -22.750
H -1.645 -5.529 -23.958
H -2.962 -4.953 -24.821
H -2.714 -7.493 -24.262
H -4.355 -6.812 -23.775
H -1.938 -7.461 -22.048
H -3.496 -8.130 -21.896
H -2.889 -6.502 -20.157
H -4.410 -6.083 -20.892
H -4.419 -3.686 -20.656
H -2.872 -2.844 -20.691
H -3.278 -4.184 -19.455
C 7.578 -6.749 -20.529
F 7.354 -8.064 -20.504
F 7.208 -6.243 -19.355
F 8.861 -6.506 -20.732
S 6.573 -6.034 -21.955
O 7.339 -6.261 -23.139
O 5.299 -6.682 -21.847
N 6.455 -4.413 -21.515
S 7.524 -3.526 -22.290
O 8.927 -3.811 -22.080
O 7.189 -3.231 -23.661
C 7.238 -1.937 -21.318
F 8.107 -1.012 -21.692
F 5.998 -1.512 -21.527
F 7.410 -2.153 -20.010
C 6.653 -3.390 -16.056
F 5.994 -2.458 -16.737
F 7.626 -3.883 -16.812
F 7.150 -2.849 -14.953
S 5.451 -4.741 -15.539
O 6.230 -5.614 -14.706
O 4.365 -4.080 -14.855
N 4.963 -5.331 -17.030
S 4.385 -6.775 -16.723
O 5.380 -7.768 -16.419
O 3.221 -6.776 -15.869
C 3.731 -7.298 -18.419
F 3.268 -6.263 -19.151
F 4.698 -7.894 -19.106
F 2.723 -8.153 -18.242
C 0.611 -0.861 -21.574
F 0.550 -1.765 -22.556
F 0.097 0.294 -21.947
F -0.134 -1.342 -20.558
S 2.410 -0.713 -21.028
O 2.864 -2.069 -20.883
O 3.077 0.046 -22.048
N 2.316 0.256 -19.669
S 2.715 -0.686 -18.480
O 1.853 -1.842 -18.338
O 4.131 -1.015 -18.471
C 2.500 0.383 -16.960
F 1.195 0.519 -16.694
F 3.086 -0.177 -15.924
F 3.022 1.585 -17.192

[5]
Density functional theory data (ωB97M-V with the def2-TZVPD basis set) for C13H26FMgO10 as an isolated structure.

Values from the calculation:
Gap between HOMO and LUMO (eV): 4.92
LUMO (Ha): -0.2685
Charge: +1

Positions of all 51 atoms, in Å:
Mg -0.294 -0.246 -0.113
F -2.376 1.676 -0.147
C 3.181 4.886 -1.057
C 3.356 4.119 -2.369
C 3.017 2.753 -1.931
O 1.990 3.013 -1.022
C 2.024 4.294 -0.308
H 3.176 5.975 -1.097
H 4.090 4.802 -0.461
H 4.338 4.240 -2.825
H 2.684 4.674 -3.023
H 3.753 2.109 -1.451
H 2.648 2.322 -2.861
H 2.186 3.960 0.716
H 1.110 4.877 -0.421
C -0.280 -3.084 -4.615
O -0.678 -1.884 -5.304
C -0.741 -0.750 -4.647
O -0.755 -0.562 -3.453
O -0.917 0.195 -5.550
C -1.278 1.511 -5.082
H -0.817 -3.969 -4.957
H -0.662 -3.017 -3.596
H 0.806 -3.175 -4.581
H -2.137 1.658 -4.428
H -1.317 2.218 -5.910
H -0.459 1.952 -4.514
C 0.353 2.104 5.504
O 1.092 0.849 5.466
C 1.152 0.112 4.424
O 0.680 0.305 3.300
O 1.944 -0.979 4.787
C 2.119 -2.132 3.895
H 0.397 2.646 6.449
H -0.663 1.736 5.364
H 0.454 2.875 4.741
H 2.462 -2.998 4.461
H 2.990 -1.923 3.274
H 1.227 -2.348 3.307
C -2.105 -5.644 0.801
O -3.041 -4.877 1.608
C -3.170 -3.613 1.610
O -2.428 -2.805 1.037
O -4.320 -3.323 2.254
C -4.698 -1.980 2.607
H -1.465 -4.979 0.220
H -2.453 -6.497 0.218
H -1.556 -6.208 1.555
H -5.693 -2.052 3.047
H -4.800 -1.366 1.712
H -4.126 -1.450 3.369

[6]
Density functional theory data (ωB97M-V with the def2-TZVPD basis set) for an isolated molecule of C5H7NO.

Values from the calculation:
Gap between HOMO and LUMO (eV): 8.23
SMILES: C[C@@H]1OC=C=C1N
LUMO (Ha): 0.0146

Positions of all 14 atoms, in Å:
C -1.471 -0.934 0.031
C -0.068 -0.516 -0.377
C 0.515 0.822 0.002
N -0.175 1.947 -0.200
C 1.852 0.768 0.436
C 1.968 -0.599 0.481
O 0.923 -1.405 0.105
H -2.212 -0.271 -0.435
H -1.695 -1.955 -0.305
H -1.576 -0.900 1.117
H 0.310 2.795 0.055
H -1.181 1.961 -0.235
H 0.014 -0.479 -1.474
H 2.795 -1.235 0.798